# 1
84
Properties=species:S:1:pos:R:3:forces:R:3 method="wB97M-V/def2-TZVPD" spin_multiplicity=7 total_charge=+1 homo_lumo_gap_ha="0.2240 / 0.2233"
Eu -0.177 -0.601 -0.853 -1.1 0.5 4.5
C -0.490 -2.511 2.503 1.1 -0.3 -1.4
C 0.770 -2.304 1.878 -0.6 0.5 -0.2
C 0.787 -1.214 3.905 -2.7 -1.3 -0.1
C -0.472 -1.861 3.756 2.4 1.7 1.4
C 1.557 -1.489 2.740 -0.4 -0.5 -0.7
C -1.634 -3.286 1.970 -0.4 -0.1 -0.2
H -1.542 -3.492 0.894 0.0 0.0 0.2
H -2.582 -2.745 2.119 0.3 -0.2 0.0
H -1.731 -4.257 2.483 0.0 0.2 -0.1
C -1.548 -1.869 4.767 -0.5 0.0 0.2
H -2.435 -2.381 4.379 0.1 0.1 0.2
H -1.840 -0.850 5.036 0.0 -0.2 0.1
H -1.229 -2.373 5.688 -0.1 0.0 -0.1
C 1.203 -0.400 5.051 0.2 0.6 0.7
H 1.162 -0.973 5.989 0.0 0.2 -0.2
H 0.541 0.472 5.179 0.2 -0.2 0.0
H 2.225 -0.026 4.921 -0.2 0.0 0.1
C 2.931 -1.007 2.500 0.4 0.1 -0.3
H 3.640 -1.456 3.213 -0.2 0.1 -0.1
H 2.995 0.085 2.623 0.0 -0.3 0.0
H 3.274 -1.253 1.487 0.0 0.1 0.3
C 1.244 -2.929 0.612 0.3 -0.3 -0.1
H 1.814 -3.854 0.812 -0.2 0.2 -0.4
H 1.924 -2.265 0.044 -0.1 -0.2 0.1
H 0.402 -3.224 -0.045 0.2 -0.1 0.0
C -0.254 1.720 -2.433 -0.4 2.9 -0.6
C -1.181 0.543 -2.403 -1.0 -1.2 1.6
C -1.217 -0.573 -3.415 -1.0 0.3 -1.1
C -0.140 -1.731 -3.372 -0.2 -0.1 -0.2
C 1.147 -1.335 -2.690 1.4 0.0 -1.9
C 1.677 -0.100 -2.850 1.9 -1.0 -1.8
C 1.376 0.773 -4.072 0.1 0.4 -0.4
C 0.334 1.872 -3.833 -0.2 0.5 0.2
H -1.190 -0.103 -4.412 0.1 -0.6 0.1
H 0.051 -2.034 -4.421 0.0 0.1 0.5
H -2.206 -1.063 -3.347 0.4 0.2 -0.1
H -0.477 1.823 -4.571 0.2 0.0 0.2
H -0.996 2.534 -2.287 0.9 0.0 -0.2
H -2.127 0.697 -1.830 0.5 0.2 -0.9
H 0.771 2.875 -3.925 0.0 -0.3 -0.1
H 2.317 1.265 -4.397 -0.3 -0.5 0.4
H 2.633 0.167 -2.358 -0.7 -0.4 0.0
H 1.078 0.151 -4.939 0.1 0.0 0.6
H -0.554 -2.643 -2.899 0.2 0.2 -0.1
H 1.708 -2.153 -2.220 -0.1 0.6 0.5
P -4.384 -3.298 -1.013 -0.2 0.5 -0.4
P 3.615 2.394 -0.498 -1.5 -1.2 0.0
C 0.871 2.048 -1.288 -0.4 -0.3 -0.2
C 2.134 2.939 -1.592 0.3 -0.1 0.1
H 0.317 2.516 -0.476 0.3 -0.3 -0.2
H 1.340 1.114 -0.870 0.0 0.5 0.1
H 2.478 2.859 -2.637 -0.2 0.0 0.4
H 1.994 4.022 -1.386 -0.4 -0.7 -0.2
C 3.839 3.741 0.729 0.5 -0.1 0.0
H 4.429 3.306 1.566 -0.3 0.4 -0.5
H 2.855 4.021 1.141 0.3 -0.1 -0.3
H 4.358 4.607 0.300 -0.2 0.0 0.3
C 4.941 2.366 -1.755 0.1 0.2 0.0
H 4.940 3.288 -2.348 0.3 -0.2 0.0
H 4.740 1.486 -2.403 0.1 0.6 0.3
H 5.908 2.194 -1.259 -0.3 0.2 -0.3
C -5.326 -2.276 -2.234 -0.2 0.3 0.8
H -5.871 -2.919 -2.932 0.2 0.1 -0.1
H -4.651 -1.577 -2.766 -0.4 -0.3 0.1
H -6.072 -1.710 -1.649 0.3 0.0 -0.5
C -3.145 -3.995 -2.189 0.1 -0.7 0.5
H -3.280 -5.105 -2.099 0.5 0.8 -0.3
H -2.150 -3.714 -1.770 -0.4 -0.5 -0.6
H -3.277 -3.671 -3.237 0.2 -0.2 0.5
F -3.005 0.168 2.444 0.4 0.8 0.3
C -2.314 1.294 2.750 -0.7 -1.1 1.4
F -3.185 2.205 3.257 0.7 -0.9 -0.5
F -1.460 0.973 3.776 -0.8 0.2 -1.1
C -1.552 1.793 1.496 -0.2 0.5 0.1
O -1.128 0.793 0.685 0.2 0.0 -0.1
C -2.542 2.773 0.788 -0.9 1.0 -0.9
F -2.685 3.963 1.440 0.1 -1.3 -0.6
F -2.119 3.081 -0.472 -0.1 -0.3 0.9
F -3.770 2.211 0.642 1.0 0.4 0.2
C -0.401 2.665 2.087 1.8 0.7 0.5
F -0.707 3.334 3.227 0.1 -0.6 -1.1
F 0.679 1.873 2.361 -0.9 0.6 -0.3
F 0.047 3.617 1.205 -0.4 -0.7 0.6

***

# 2
30
Properties=species:S:1:pos:R:3:forces:R:3 method="wB97M-V/def2-TZVPD" relative_energy_kcal_mol=112.0 homo_lumo_gap_ha=0.2868 smiles="CN(C)[C@H](Cl)[C@H](C(=O)c1ccccc1)[N+](=O)[O-]"
C -2.090 -1.172 -1.770 0.3 0.4 0.0
N -0.844 -1.772 -2.153 0.5 -0.2 -0.4
C -0.720 -3.243 -2.134 0.1 0.8 0.3
C 0.235 -0.808 -2.272 -1.7 -2.0 -3.0
Cl 1.626 -1.726 -3.257 -0.7 0.8 1.5
C 0.647 -0.078 -1.034 1.7 1.9 2.9
C 0.231 -0.409 0.486 -0.3 -2.6 -0.3
O 0.021 -1.599 0.738 0.5 2.2 -0.6
C 0.332 0.631 1.561 -0.9 0.5 0.6
C -0.368 1.867 1.504 -0.3 -0.2 2.4
C -0.030 2.903 2.427 -1.1 -0.6 -0.5
C 0.731 2.625 3.557 0.1 -0.4 -0.8
C 1.226 1.340 3.715 0.5 -0.5 0.0
C 1.076 0.376 2.708 0.4 -0.1 0.0
N 0.934 1.512 -1.070 -0.6 2.5 -1.7
O 1.689 1.922 -1.955 -0.7 -1.6 1.1
O 0.387 2.351 -0.303 1.6 -2.0 -3.5
H -2.861 -1.952 -1.690 0.3 0.5 0.2
H -1.926 -0.661 -0.800 -0.8 0.0 -0.2
H -2.412 -0.437 -2.533 0.0 -0.1 0.4
H -1.730 -3.596 -1.873 0.6 -0.1 0.1
H -0.455 -3.675 -3.103 0.0 0.2 0.0
H 0.034 -3.561 -1.401 -0.4 -0.1 0.0
H 0.032 -0.158 -3.122 -0.3 0.7 0.5
H 1.672 -0.387 -1.136 1.0 0.0 1.1
H -1.294 1.912 0.933 0.5 0.4 -0.1
H -0.456 3.903 2.297 -0.1 -0.5 0.0
H 0.929 3.389 4.300 0.0 0.0 -0.1
H 1.809 1.094 4.595 -0.1 0.0 -0.1
H 1.576 -0.591 2.785 -0.1 0.2 0.1

***

# 3
71
Properties=species:S:1:pos:R:3:forces:R:3 method="wB97M-V/def2-TZVPD" total_charge=+1 relative_energy_kcal_mol=0.0 homo_lumo_gap_ha=0.3399
Al -0.086 -0.468 0.562 -0.2 0.9 -0.6
C 1.091 0.579 1.806 0.6 -0.3 -0.3
C 1.891 -0.289 0.842 -0.2 -0.2 1.1
C 1.953 0.483 -0.378 0.0 -0.3 -0.1
C 1.255 1.678 -0.167 -0.2 0.2 0.0
C 0.744 1.769 1.133 -0.1 0.0 -0.1
C -0.064 2.905 1.718 0.0 0.1 0.0
C -0.495 3.884 0.624 0.0 -0.1 0.0
C 0.817 3.639 2.740 0.0 -0.1 0.0
C -1.308 2.346 2.420 0.0 0.0 0.0
C 2.526 0.129 -1.749 0.2 0.0 -0.1
C 2.263 1.258 -2.758 0.0 0.0 0.1
C 1.854 -1.135 -2.305 0.1 0.0 0.0
C 4.053 -0.021 -1.664 -0.1 0.0 0.0
C 2.679 -1.458 1.473 0.1 0.1 -0.3
C 2.927 -2.645 0.532 0.0 0.0 0.1
C 1.905 -2.037 2.663 -0.1 0.0 0.0
C 4.015 -0.901 1.988 0.0 0.0 0.0
H 1.067 0.433 2.872 -0.1 -0.1 0.0
H 1.051 2.391 -0.946 0.0 0.0 0.0
H 0.366 4.350 0.143 0.0 0.0 0.0
H -1.102 4.680 1.056 0.0 0.0 0.0
H -1.085 3.385 -0.147 0.0 0.0 0.0
H 1.715 4.033 2.265 0.0 0.0 0.0
H 1.120 2.975 3.552 0.0 0.0 0.0
H 0.265 4.474 3.173 0.0 0.0 0.0
H -1.962 1.842 1.699 0.0 0.0 0.0
H -1.880 3.156 2.873 0.0 0.0 0.0
H -1.050 1.641 3.211 0.0 0.0 0.0
H 1.199 1.449 -2.883 0.0 0.0 0.0
H 2.673 0.968 -3.725 0.0 0.0 0.0
H 2.759 2.183 -2.460 0.0 0.0 0.0
H 0.782 -0.953 -2.436 0.0 0.0 0.0
H 1.994 -2.005 -1.668 -0.1 0.0 -0.1
H 2.261 -1.375 -3.288 0.0 0.0 0.0
H 4.500 0.903 -1.293 0.0 0.0 0.0
H 4.460 -0.212 -2.657 0.0 0.0 0.0
H 4.371 -0.830 -1.014 0.0 0.0 0.0
H 1.984 -3.097 0.205 0.0 0.0 0.0
H 3.476 -3.412 1.080 0.0 0.0 0.0
H 3.514 -2.398 -0.345 0.0 0.0 0.0
H 0.924 -2.418 2.352 0.0 -0.1 0.0
H 1.750 -1.338 3.483 0.1 0.0 0.0
H 2.473 -2.878 3.057 -0.1 -0.1 0.1
H 4.608 -0.482 1.179 0.1 0.0 0.0
H 4.594 -1.695 2.461 0.0 0.0 0.0
H 3.848 -0.113 2.725 0.0 0.0 0.0
C -4.637 -0.046 1.040 0.0 0.0 0.0
C -4.499 -1.384 0.325 0.0 0.0 0.0
C -3.459 -1.352 -0.815 -0.3 -0.2 -0.1
C -3.308 -2.765 -1.453 0.0 0.1 0.0
C -2.284 -2.833 -2.577 0.0 0.0 0.0
C -3.940 -0.394 -1.898 0.1 -0.1 0.1
O -5.018 -0.499 -2.415 0.0 0.0 0.0
N -3.061 0.605 -2.283 -0.1 0.1 -0.1
C -1.797 0.871 -1.803 0.0 0.0 -0.1
O -1.110 1.750 -2.242 0.0 0.0 0.1
N -1.377 0.026 -0.760 -0.1 -0.2 0.2
C -2.136 -0.952 -0.287 -0.3 0.2 -0.5
O -1.581 -1.572 0.687 0.6 -0.2 0.4
H -5.429 -0.096 1.785 0.0 0.0 0.0
H -4.893 0.757 0.346 0.0 0.0 0.0
H -3.716 0.226 1.565 0.0 0.0 0.0
H -5.446 -1.676 -0.126 0.0 0.0 0.0
H -4.208 -2.169 1.024 0.0 0.0 0.0
H -4.297 -3.033 -1.825 0.0 0.0 0.0
H -3.056 -3.461 -0.652 0.0 0.0 0.0
H -2.545 -2.172 -3.406 0.0 0.0 0.0
H -2.235 -3.846 -2.973 0.0 0.0 0.0
H -1.277 -2.573 -2.236 0.0 0.0 0.0
H -3.386 1.214 -3.024 0.0 0.0 0.0

***

# 4
62
Properties=species:S:1:pos:R:3:forces:R:3 method="wB97M-V/def2-TZVPD" total_charge=-1 relative_energy_kcal_mol=0.0 homo_lumo_gap_ha=0.2409
C -2.214 -2.021 5.471 0.3 0.2 0.2
C -1.031 -1.827 4.518 -0.1 -0.4 0.0
C -1.333 -2.186 3.064 0.1 0.6 0.3
P -1.969 -0.667 2.069 -1.4 -0.7 0.1
Br 0.377 0.231 2.054 0.7 0.3 0.0
C -1.664 -1.619 0.426 0.2 0.2 -0.1
C -1.603 -0.899 -0.921 0.2 -0.6 -0.4
C -0.316 -0.146 -1.237 0.0 0.5 0.0
S 1.061 -1.321 -1.162 -0.1 -0.1 -0.3
C 2.463 -0.627 -1.872 0.0 0.1 0.0
S 3.565 -1.673 -2.503 0.2 -0.2 0.1
N 2.766 0.744 -1.805 -0.2 -0.4 0.0
C 4.060 1.231 -1.755 0.3 -0.1 -0.1
C 3.946 2.569 -1.723 0.2 0.5 0.0
N 2.625 2.954 -1.774 0.0 0.4 0.0
C 1.948 1.856 -1.808 -0.2 0.0 0.1
C -2.747 0.876 1.206 0.1 0.4 0.2
O -1.894 1.833 0.587 -0.1 -0.3 -0.1
C -2.594 2.849 -0.077 0.1 0.2 -0.1
C -3.211 3.875 0.865 0.1 -0.2 -0.2
O -2.258 4.356 1.777 -0.3 0.5 0.1
C -2.216 3.742 3.053 0.3 -0.2 0.1
C -1.985 4.800 4.134 0.1 -0.3 0.2
H -2.847 -1.135 5.485 -0.2 -0.1 -0.2
H -2.802 -2.901 5.215 -0.1 0.0 -0.1
H -1.857 -2.156 6.495 0.0 0.0 0.1
H -0.196 -2.441 4.863 0.0 0.0 0.0
H -0.694 -0.789 4.572 0.1 0.0 0.0
H -2.150 -2.911 3.034 0.1 -0.2 -0.2
H -0.433 -2.594 2.610 -0.1 -0.1 -0.2
H -2.096 0.061 3.322 0.2 0.1 -0.1
H -3.343 -1.134 2.176 0.1 0.1 -0.1
H -0.740 -2.189 0.544 0.1 0.0 0.1
H -2.455 -2.371 0.377 -0.1 0.1 0.1
H -2.430 -0.216 -1.103 -0.1 0.1 0.2
H -1.700 -1.659 -1.708 -0.1 -0.1 0.0
H -0.367 0.229 -2.261 0.0 -0.1 0.0
H -0.165 0.681 -0.554 0.0 -0.1 0.2
H 4.920 0.591 -1.750 -0.1 -0.1 0.0
H 4.736 3.297 -1.666 0.0 0.0 0.0
H 0.881 1.821 -1.860 -0.1 -0.2 0.0
H -3.518 0.565 0.488 0.0 -0.2 -0.1
H -3.282 1.345 2.041 0.0 0.0 0.1
H -1.871 3.372 -0.709 0.1 0.0 0.0
H -3.369 2.436 -0.741 -0.1 0.0 0.0
H -3.544 4.725 0.262 0.0 0.0 0.0
H -4.097 3.469 1.363 0.1 0.0 0.2
H -3.135 3.186 3.252 -0.2 0.1 -0.1
H -1.408 3.008 3.066 0.0 -0.1 -0.1
H -1.011 4.663 4.601 0.1 0.1 0.0
H -2.723 4.701 4.930 -0.1 0.1 0.0
H -2.036 5.799 3.711 -0.1 0.1 0.0
C 4.476 -3.231 -5.776 0.0 0.1 0.1
C 4.739 -4.710 -5.581 -0.1 0.0 -0.1
O 4.879 -5.170 -6.915 0.2 -0.1 0.1
C 5.310 -4.128 -7.680 -0.1 0.0 0.1
O 5.744 -4.232 -8.776 0.0 0.0 -0.1
O 5.178 -2.970 -7.000 0.0 0.0 0.1
F 3.708 -5.356 -4.993 -0.1 0.0 -0.1
H 3.412 -3.042 -5.915 0.0 -0.1 0.0
H 4.854 -2.606 -4.973 0.1 0.1 -0.1
H 5.653 -4.939 -5.031 0.0 0.0 0.1